Run P
Formula: C3H14N2O2
Source: the OMol25 dataset
Level of theory: ωB97M-V/def2-TZVPD

HOMO-LUMO gap	7.9	eV
total charge	0

CARTESIAN COORDINATES (ANGSTROEM)
N  0.44  0.87  -1.02
C  1.00  0.87  0.28
C  1.72  -0.63  0.61
C  2.44  0.94  0.33
N  -2.94  1.20  -0.17
H  -0.20  1.65  -1.07
H  -2.53  1.15  -1.11
H  0.34  1.20  1.10
H  2.66  -1.13  0.39
H  1.61  -0.68  1.69
H  0.96  -1.28  0.17
H  2.84  1.14  -0.66
H  2.94  1.16  1.25
H  -2.17  1.07  0.51
H  -3.54  0.39  -0.05
H  -0.63  -2.44  -1.89
H  -0.16  0.06  -1.15
O  -0.82  -1.64  -1.37
H  -1.11  -1.36  -0.05
H  -1.67  -1.64  1.29
O  -1.18  -0.89  0.94



Run Q
Formula: C3H14N2O2
Source: the OMol25 dataset
Level of theory: ωB97M-V/def2-TZVPD

HOMO-LUMO gap	9.2	eV
total charge	0

CARTESIAN COORDINATES (ANGSTROEM)
C  1.28  0.04  -1.08
N  -0.18  0.17  -0.68
C  -0.72  -1.01  0.06
C  -0.40  -0.92  1.60
N  0.92  -0.47  2.04
H  1.91  0.33  -0.09
H  1.37  -0.98  -1.63
H  1.45  1.02  -1.59
H  -0.38  1.05  -0.21
H  -0.36  -2.01  -0.26
H  -1.79  -1.09  0.02
H  -0.77  -1.88  2.04
H  -1.12  -0.20  1.91
H  1.64  -0.59  1.37
H  1.29  -0.92  2.96
O  -1.05  -0.48  -3.73
H  -0.89  -0.18  -2.81
H  -1.13  0.43  -4.06
O  -0.72  2.40  1.31
H  -0.28  3.21  0.83
H  -0.06  2.08  2.00



Calculated relative energies: run P 0.0988; run Q 0.0000, given in hartree



Run P
Formula: C3H14N2O2
Source: the OMol25 dataset
Level of theory: ωB97M-V/def2-TZVPD

HOMO-LUMO gap	9.8	eV
total charge	0

CARTESIAN COORDINATES (ANGSTROEM)
C  1.16  0.01  -1.23
N  -0.19  0.12  -0.71
C  -0.58  -0.96  0.20
C  -0.52  -0.70  1.72
N  0.84  -0.40  2.14
H  1.95  0.36  -0.55
H  1.44  -1.00  -1.50
H  1.36  0.67  -2.07
H  -0.41  1.06  -0.41
H  0.14  -1.77  0.02
H  -1.57  -1.30  -0.08
H  -1.00  -1.57  2.17
H  -1.16  0.16  1.92
H  1.55  -0.66  1.49
H  1.01  -0.68  3.10
O  -1.00  -0.38  -3.55
H  -0.74  -0.32  -2.63
H  -1.68  0.29  -3.63
O  -0.54  2.45  1.32
H  -0.02  2.94  0.65
H  -0.05  1.66  1.63



Run Q
Formula: C3H14N2O2
Source: the OMol25 dataset
Level of theory: ωB97M-V/def2-TZVPD

HOMO-LUMO gap	9.9	eV
total charge	0

CARTESIAN COORDINATES (ANGSTROEM)
C  -0.15  -2.02  -1.84
C  0.12  -0.51  -1.82
N  -0.24  0.08  -0.54
C  -0.20  1.58  -0.73
N  -0.55  2.25  0.48
H  -0.46  -2.34  -2.84
H  0.61  -2.59  -1.32
H  -1.11  -2.23  -1.34
H  -0.33  -0.08  -2.73
H  1.20  -0.33  -1.88
H  -1.21  -0.11  -0.32
H  0.81  1.78  -1.07
H  -0.90  1.74  -1.55
H  -1.14  3.05  0.28
H  0.21  2.64  1.01
O  -2.50  0.88  4.06
H  -1.74  1.09  3.51
H  -3.09  0.50  3.40
O  3.79  -2.09  1.60
H  3.25  -1.47  1.15
H  3.64  -1.81  2.50



Calculated relative energies: run P 0.0000; run Q 0.0069, given in hartree



Run P
Formula: C4H4N4
Source: the OMol25 dataset
Level of theory: ωB97M-V/def2-TZVPD

HOMO-LUMO gap	8.6	eV
total charge	0

CARTESIAN COORDINATES (ANGSTROEM)
H  2.85  -1.05  0.17
N  2.03  -1.13  -0.37
C  1.16  -0.29  -0.45
C  0.75  1.05  0.33
N  -0.10  1.39  1.17
N  -0.93  0.28  1.41
C  -1.66  -0.23  0.40
C  -1.23  -0.11  -0.96
N  -0.01  -0.58  -1.25
H  1.47  1.75  0.49
H  -2.48  -0.87  0.80
H  -1.86  -0.20  -1.74



Run Q
Formula: C4H4N4
Source: the OMol25 dataset
Level of theory: ωB97M-V/def2-TZVPD

HOMO-LUMO gap	8.3	eV
total charge	0

CARTESIAN COORDINATES (ANGSTROEM)
C  2.81  -0.08  -0.08
N  1.74  -0.65  -0.04
N  0.82  0.50  0.05
C  -0.36  0.22  0.24
C  -1.59  1.08  0.08
N  -2.67  0.27  -0.33
C  -2.18  -0.96  -0.07
N  -0.97  -1.24  0.27
H  3.93  -0.52  -0.12
H  3.06  0.93  -0.49
H  -1.59  2.10  0.70
H  -2.98  -1.66  -0.19



Calculated relative energies: run P 0.0000; run Q 0.0020, given in hartree



Run P
Formula: C4H6N4
Source: the OMol25 dataset
Level of theory: ωB97M-V/def2-TZVPD

HOMO-LUMO gap	8.6	eV
total charge	0

CARTESIAN COORDINATES (ANGSTROEM)
C  2.27  0.12  0.09
C  1.39  1.21  -0.01
C  0.13  0.69  -0.14
N  0.37  -0.76  -0.14
N  1.67  -1.05  0.02
N  -0.78  -1.46  0.04
C  -1.83  -0.47  -0.13
N  -1.21  0.86  -0.48
H  3.39  0.12  0.03
H  1.82  2.27  0.14
H  -0.64  -1.79  0.98
H  -2.52  -0.46  0.65
H  -2.36  -0.95  -1.02
H  -1.70  1.67  -0.03



Run Q
Formula: C4H6N4
Source: the OMol25 dataset
Level of theory: ωB97M-V/def2-TZVPD

HOMO-LUMO gap	8.2	eV
total charge	0

CARTESIAN COORDINATES (ANGSTROEM)
C  -1.22  1.15  0.08
C  0.04  0.72  0.27
N  1.24  1.18  -0.15
N  2.08  0.30  -0.15
C  1.44  -1.03  -0.09
C  0.03  -0.74  0.49
N  -1.31  -1.13  -0.04
N  -1.98  0.05  -0.32
H  -1.66  2.07  0.14
H  1.44  -1.38  -1.14
H  2.21  -1.63  0.45
H  0.05  -0.82  1.56
H  -1.13  -1.64  -0.88
H  -2.91  -0.04  0.03



Run R
Formula: C4H6N4
Source: the OMol25 dataset
Level of theory: ωB97M-V/def2-TZVPD

HOMO-LUMO gap	9.1	eV
total charge	0

CARTESIAN COORDINATES (ANGSTROEM)
C  0.57  -0.66  1.47
C  -0.08  0.31  0.37
C  -0.75  1.24  -1.49
C  0.10  0.20  -1.00
H  1.32  -1.36  0.81
H  1.43  0.01  2.27
H  -0.31  -1.25  2.33
H  -1.05  1.71  1.44
H  -1.05  1.27  -2.60
H  0.67  -1.97  -0.43
N  -1.16  1.08  0.56
N  -1.56  1.80  -0.52
N  0.78  -0.60  -1.79
N  1.08  -1.76  -1.42



Calculated relative energies: run P 0.0000; run Q 0.0385; run R 0.0819, given in hartree



Run P
Formula: C4H6N4
Source: the OMol25 dataset
Level of theory: ωB97M-V/def2-TZVPD

HOMO-LUMO gap (alpha / beta)	6.9 / 7.5	eV
total charge	0

CARTESIAN COORDINATES (ANGSTROEM)
C  -1.64  -1.88  0.01
C  -0.30  -1.17  0.00
N  0.91  -1.79  -0.02
N  1.84  -0.91  -0.06
C  1.23  0.36  0.04
C  1.96  1.52  0.12
N  -0.15  0.16  0.01
N  -1.12  1.08  -0.06
H  -2.48  -1.30  -0.21
H  -1.81  -2.94  -0.12
H  1.60  2.53  0.24
H  3.00  1.58  0.16
H  -1.72  1.13  0.78
H  -1.32  1.63  -0.87



Run Q
Formula: C4H6N4
Source: the OMol25 dataset
Level of theory: ωB97M-V/def2-TZVPD

HOMO-LUMO gap	8.5	eV
total charge	0

CARTESIAN COORDINATES (ANGSTROEM)
C  -0.80  2.40  -1.72
N  -0.57  1.22  -2.16
N  0.57  0.69  -1.65
C  0.45  -0.24  -0.84
C  -0.76  -0.69  -0.33
N  -0.68  -1.35  0.76
N  0.61  -1.74  1.15
C  1.00  -1.86  2.49
H  -1.61  2.92  -2.08
H  -0.24  2.92  -0.86
H  1.40  -0.66  -0.37
H  -1.84  -0.28  -0.59
H  0.50  -1.35  3.41
H  1.97  -1.97  2.80



Calculated relative energies: run P 0.0000; run Q 0.0555, given in hartree



Run P
Formula: C4H6N4
Source: the OMol25 dataset
Level of theory: ωB97M-V/def2-TZVPD

HOMO-LUMO gap	9.5	eV
total charge	0

CARTESIAN COORDINATES (ANGSTROEM)
C  1.28  -0.80  -0.57
C  0.43  -1.11  0.67
C  -0.19  1.11  -0.73
C  -0.79  -0.22  0.55
N  -0.95  -0.03  -1.08
N  0.43  0.07  -1.40
N  -0.11  2.35  -0.52
N  -1.57  0.07  1.48
H  -1.00  2.83  -0.42
H  -2.29  0.74  1.23
H  1.52  -1.68  -1.16
H  2.20  -0.26  -0.33
H  0.94  -0.91  1.61
H  0.10  -2.16  0.66



Run Q
Formula: C4H6N4
Source: the OMol25 dataset
Level of theory: ωB97M-V/def2-TZVPD

HOMO-LUMO gap	9.6	eV
total charge	0

CARTESIAN COORDINATES (ANGSTROEM)
H  -1.13  -3.02  -1.36
N  -0.98  -2.17  -0.84
C  -0.19  -1.56  -1.62
N  0.42  -0.39  -1.30
C  0.20  0.21  -0.05
N  -0.70  -0.01  0.88
C  -0.54  1.08  1.76
N  0.45  1.79  1.47
C  1.13  1.31  0.29
H  0.10  -1.79  -2.74
H  1.28  -0.15  -1.93
H  -1.46  1.17  2.49
H  1.14  2.21  -0.46
H  2.19  0.85  0.33



Run R
Formula: C4H6N4
Source: the OMol25 dataset
Level of theory: ωB97M-V/def2-TZVPD

HOMO-LUMO gap	8.9	eV
total charge	0

CARTESIAN COORDINATES (ANGSTROEM)
H  -0.73  -2.76  0.54
N  -0.63  -2.36  -0.34
C  -0.49  -1.13  -0.55
C  0.06  -0.66  -1.75
C  0.32  0.57  -1.67
N  0.08  1.19  -0.43
N  -0.40  0.08  0.28
N  -0.05  -0.13  1.60
C  0.50  0.89  2.22
H  0.29  -1.57  -2.29
H  0.90  1.31  -2.37
H  -1.08  1.67  -0.28
H  0.80  1.82  1.73
H  0.42  1.06  3.31



Run S
Formula: C4H6N4
Source: the OMol25 dataset
Level of theory: ωB97M-V/def2-TZVPD

HOMO-LUMO gap	9.1	eV
total charge	0

CARTESIAN COORDINATES (ANGSTROEM)
C  1.51  -1.04  -0.07
N  2.09  0.28  -0.20
N  1.09  1.29  -0.20
C  -0.03  0.73  -0.20
C  -1.47  1.08  -0.02
N  -2.13  -0.31  -0.27
N  -1.10  -1.30  -0.13
C  0.05  -0.78  -0.15
H  1.84  -1.72  -0.92
H  1.78  -1.58  0.93
H  2.74  0.48  0.55
H  -1.88  1.84  -0.72
H  -1.70  1.57  0.96
H  -2.78  -0.54  0.46



Calculated relative energies: run P 0.0806; run Q 0.0000; run R 0.1242; run S 0.0293, given in hartree